Record 1
A cluster of 2 separate species, C3H10NO2 in total, computed with ωB97M-V/def2-TZVPD.

Each line ends with the Löwdin charge.
Cartesian coordinates (Å):
C 0.5061 -0.3470 -1.6449  -0.285
C -0.2648 -1.0383 -0.4984  -0.236
C -1.3773 -0.2707 0.2462  -0.483
O -0.9064 0.2718 1.4029  -0.322
N 1.5780 -1.3093 -2.0522  -0.041
H 0.9753 0.5867 -1.3382  0.098
H -0.2356 -0.1706 -2.4279  0.095
H -0.5351 -2.0729 -0.7451  0.086
H 0.5012 -1.2562 0.2632  0.093
H -2.2477 -0.9842 0.2754  0.076
H -1.7908 0.4783 -0.4716  0.079
H 2.3622 -1.1669 -1.4366  0.045
H 1.8643 -1.1111 -3.0040  0.036
H 0.9633 2.4333 1.9905  -0.015
H -0.2709 1.5705 1.8811  -0.035
O 0.1129 2.3433 2.4496  -0.192

Forces on atoms 1 to 6 (eV/Å):
-0.471 -1.476 0.726
1.172 -0.230 0.706
0.432 0.303 -0.500
-0.683 -0.410 -0.225
-0.811 0.389 -0.696
-0.435 0.278 0.161

Results
HOMO-LUMO gap (eV): 7.0
LUMO (eV): 3.87
Charge: -1

Record 2
The molecule C4H8N2O, computed with ωB97M-V/def2-TZVPD.

Each line ends with the Löwdin charge.
Cartesian coordinates (Å):
C 1.0683 0.8165 2.3177  -0.113
C 1.6901 0.7895 0.9492  -0.157
C 1.0753 0.3424 -0.1409  -0.216
C -0.7143 -0.4750 -1.2597  -0.213
H 1.6011 0.1960 3.0479  0.069
H 1.0836 1.8461 2.7467  0.079
H 0.0431 0.4712 2.2527  0.052
H 2.7104 1.1679 0.8449  0.095
H 1.5748 0.3572 -1.1226  0.105
H -0.2235 -0.3982 -2.2460  0.140
H -2.4248 -1.2012 -0.5132  0.132
H -2.9405 -1.2371 -2.9512  0.091
N -0.2099 -0.1778 -0.1312  0.049
N -2.0532 -0.7986 -1.3653  -0.055
O -2.2804 -1.6988 -2.4291  -0.057

Forces on atoms 1 to 6 (eV/Å):
0.180 0.630 0.214
0.316 0.114 0.376
0.645 0.008 -0.474
0.070 0.426 0.145
0.029 -0.026 -0.245
-0.072 -0.601 -0.370

Results
HOMO-LUMO gap (eV): 9.1
SMILES: C/C=C\N=C\NO
LUMO (eV): 0.87
Charge: 0

Record 3
A structure of composition C25H34B2BaF6N5O7PS2, computed with ωB97M-V/def2-TZVPD.

Each line ends with the Löwdin spin population.
Cartesian coordinates (Å):
Ba 0.2160 0.2318 -0.2984  0.006
C 2.6390 -4.0615 -0.3894  0.000
C 1.5728 -3.0174 -0.3564  0.000
N 1.5335 -1.9892 -1.1081  0.000
O 2.5752 -1.7818 -1.9735  0.000
B 2.0951 -1.4587 -3.3644  0.000
F 3.2295 -1.1934 -4.0976  0.000
F 1.3687 -2.5543 -3.8435  0.000
O 1.2252 -0.2222 -3.5076  0.000
N 0.0175 -0.3259 -2.8482  0.000
C -1.0110 -0.7577 -3.4607  0.000
C -1.0837 -1.0761 -4.9156  0.000
C -2.2158 -0.9724 -2.5687  0.000
N -1.9497 -1.1418 -1.3286  0.000
O -3.0089 -1.3831 -0.5102  0.001
B -2.6936 -2.4766 0.4943  0.001
F -3.7976 -2.5468 1.3195  0.000
F -2.4916 -3.6555 -0.2402  0.000
O -1.5223 -2.2686 1.4023  0.002
N -0.3047 -2.1381 0.7612  0.000
C 0.3623 -3.1994 0.5339  0.000
C 0.0051 -4.5742 0.9863  0.000
C -3.5974 -1.0706 -3.1294  0.000
H 3.4256 -3.7771 -1.0814  0.000
H 3.0597 -4.2096 0.6078  0.000
H 2.2160 -5.0189 -0.6995  0.000
H -0.1020 -0.9676 -5.3666  0.000
H -1.4330 -2.0988 -5.0638  0.000
H -1.7953 -0.4119 -5.4125  0.000
H -0.8515 -4.5325 1.6521  0.000
H -0.2548 -5.1979 0.1298  0.000
H 0.8565 -5.0341 1.4916  0.000
H -3.5780 -1.2685 -4.1989  0.000
H -4.1458 -1.8553 -2.6107  0.000
H -4.1470 -0.1400 -2.9644  0.000
F 2.1148 4.7958 3.7739  0.006
C 1.2810 4.5463 2.7340  0.015
C 0.8439 3.2542 2.5125  0.061
C 0.0066 3.0637 1.4347  0.496
C -0.4347 4.0786 0.6005  0.066
C 0.0510 5.3504 0.8941  0.016
F -0.2994 6.4022 0.1091  0.008
C 0.9066 5.6181 1.9445  -0.003
C -1.3546 3.8424 -0.5410  0.008
C -2.4379 4.6899 -0.7595  -0.001
C -3.2623 4.4668 -1.8452  0.000
C -2.9763 3.4107 -2.6948  -0.001
C -1.8887 2.6089 -2.3930  0.000
N -1.0989 2.7984 -1.3389  0.000
H 1.1355 2.4487 3.1755  0.006
H 1.2623 6.6196 2.1305  0.000
H -2.6195 5.5023 -0.0712  0.000
H -4.1161 5.1071 -2.0250  0.000
H -3.5786 3.1986 -3.5670  0.000
H -1.6288 1.7672 -3.0240  0.000
C -2.2189 1.6838 6.8943  0.000
C -0.9844 1.7564 6.0249  0.000
O -1.3611 1.8564 4.6434  0.002
P -1.2562 0.5892 3.6761  0.032
S -1.8198 1.2564 1.8930  0.246
S 0.5142 -0.2828 3.7726  0.006
O -2.4191 -0.3395 4.2342  0.020
C -2.3904 -1.7803 4.3329  0.001
C -2.5134 -2.1700 5.7844  0.001
H -1.9434 1.6144 7.9485  0.000
H -2.8191 0.8126 6.6365  0.000
H -2.8331 2.5741 6.7597  0.000
H -0.3279 0.8921 6.1590  0.000
H -0.3981 2.6523 6.2371  0.000
H -1.4667 -2.1392 3.8823  0.000
H -3.2200 -2.1360 3.7250  0.000
H -1.6533 -1.8212 6.3590  0.000
H -2.5615 -3.2568 5.8765  0.000
H -3.4205 -1.7563 6.2277  0.000
C 4.6150 0.2808 2.2427  0.000
C 3.6909 1.1426 1.4098  0.000
O 2.4179 0.5393 1.2409  0.001
H 5.5760 0.7775 2.3868  0.000
H 4.7884 -0.6794 1.7568  0.000
H 4.1856 0.0944 3.2294  0.000
H 4.0856 1.2754 0.4014  0.000
H 3.5681 2.1376 1.8546  0.000
H 2.0188 0.2807 2.0955  0.000

Forces on atoms 1 to 6 (eV/Å):
0.192 1.054 0.591
0.070 -0.086 0.068
-0.173 -0.074 0.160
-0.131 -0.160 -0.237
-0.113 0.035 0.029
-0.103 0.184 0.077

Results
HOMO-LUMO gap (alpha / beta) (eV): 7.1 / 7.8
<S²>: 0.757
LUMO (alpha / beta) (eV): 2.28 / 2.02
Charge: -1
Multiplicity: 2

Record 4
A cluster of 2 separate species, C3H7ClOS2 in total, computed with ωB97M-V/def2-TZVPD.

Each line ends with the Löwdin charge.
Cartesian coordinates (Å):
C -0.0482 1.0196 -0.8687  -0.059
C -1.5085 -0.9487 0.1351  -0.049
C -0.8492 0.4112 0.1057  -0.318
O -0.8882 1.0343 1.3001  0.080
S 1.9045 -1.6076 0.7556  -0.066
S 2.5827 -0.5040 -0.7208  -0.140
Cl 3.7679 1.0290 0.1727  -0.040
H 0.0588 2.0632 -0.8454  0.104
H 0.9930 0.6139 -0.7572  -0.067
H -0.0783 0.4053 -1.7991  0.126
H -1.1739 -1.5970 1.0209  0.100
H -1.1540 -1.5533 -0.6886  0.073
H -2.6234 -0.8828 0.0662  0.107
H -0.9833 0.5170 2.1236  0.149

Forces on atoms 1 to 6 (eV/Å):
-1.575 -2.250 -1.593
0.269 -0.933 0.163
0.629 -1.278 3.911
0.171 0.799 -0.836
-0.383 0.208 -0.320
0.485 0.130 0.466

Results
HOMO-LUMO gap (alpha / beta) (eV): 6.1 / 6.1
LUMO (alpha / beta) (eV): -1.08 / -1.08
Charge: 0

Record 5
The molecule C27H43F2N3O5, computed with ωB97M-V/def2-TZVPD.

Each line ends with the Löwdin charge.
Cartesian coordinates (Å):
C -4.2728 -0.7912 -3.8906  -0.119
C -4.5181 -1.7193 -2.7062  -0.277
C -5.6591 -1.2150 -1.8251  -0.227
C -5.9502 -2.1243 -0.6293  -0.212
C -4.8634 -2.1322 0.4483  -0.213
C -4.7843 -0.8286 1.2407  -0.225
C -3.6340 -0.8567 2.2456  -0.215
H -2.6938 -1.0923 1.7430  0.075
H -3.8239 -1.6461 2.9760  0.115
C -3.4536 0.4690 2.9968  -0.198
C -3.0776 1.6061 2.0974  -0.135
C -1.8498 2.0827 1.9704  -0.120
C -1.4888 3.2729 1.1368  -0.202
H -2.3589 3.5839 0.5522  0.108
H -1.2362 4.0974 1.8129  0.114
C -0.3015 3.0567 0.1916  -0.207
C 1.0021 2.7298 0.9188  -0.211
C 2.2215 2.9223 0.0176  -0.209
C 3.5128 2.5310 0.7355  -0.196
C 4.7825 3.0263 0.0413  -0.186
C 4.9227 2.5514 -1.4097  -0.088
C 4.8485 1.0527 -1.5309  -0.481
O 4.0453 0.4573 -2.2005  0.098
O 5.8268 0.4499 -0.8347  0.027
C 5.7983 -0.9640 -0.7807  -0.087
H 6.8325 -1.3115 -0.8130  0.145
C 5.1318 -1.4226 0.5252  -0.194
O 3.8658 -0.7889 0.6438  -0.017
C 2.8427 -1.7131 0.9217  -0.179
N 1.6014 -1.2856 0.3578  0.089
C 1.5196 -0.8296 -0.9126  -0.025
C 0.3382 -0.4094 -1.4208  0.007
C -0.7931 -0.4496 -0.5526  -0.383
N -0.7060 -0.8780 0.6870  0.190
C 0.4381 -1.3010 1.2244  -0.485
O 0.5780 -1.6870 2.3608  0.067
N -2.0016 -0.0493 -0.9735  0.200
H -2.1263 0.3511 -1.8853  0.107
H -2.7402 -0.0041 -0.2911  0.080
H 0.2635 -0.0401 -2.4285  0.111
H 2.4356 -0.7898 -1.4826  0.114
C 3.3780 -3.0573 0.3879  -0.392
F 2.8743 -4.1309 1.0387  0.125
F 3.0723 -3.2525 -0.9221  0.124
C 4.9026 -2.9429 0.5748  -0.222
O 5.3178 -3.4216 1.8156  0.032
H 4.9448 -4.2989 1.9772  0.113
H 5.4155 -3.4606 -0.2501  0.170
H 2.6698 -1.8236 2.0087  0.179
H 5.7493 -1.1272 1.3827  0.171
H 5.2351 -1.3434 -1.6420  0.137
H 4.1364 2.9764 -2.0331  0.121
H 5.8923 2.8730 -1.7954  0.128
H 4.7938 4.1188 0.0404  0.114
H 5.6482 2.6794 0.6078  0.112
H 3.5514 1.4460 0.8346  0.096
H 3.4976 2.9538 1.7433  0.118
H 2.1022 2.3154 -0.8821  0.107
H 2.2763 3.9720 -0.2854  0.119
H 0.9783 1.6989 1.2763  0.103
H 1.1003 3.3818 1.7905  0.120
H -0.5334 2.2563 -0.5128  0.088
H -0.1608 3.9748 -0.3863  0.111
H -1.0436 1.6319 2.5307  0.111
H -3.8887 2.0621 1.5403  0.107
H -2.6669 0.3279 3.7389  0.111
H -4.3820 0.7182 3.5190  0.110
H -4.6558 0.0126 0.5561  0.082
H -5.7287 -0.6693 1.7688  0.121
H -3.8921 -2.3404 -0.0029  0.101
H -5.0735 -2.9472 1.1447  0.114
H -6.8917 -1.8105 -0.1712  0.108
H -6.0893 -3.1437 -0.9973  0.108
H -6.5638 -1.1465 -2.4348  0.112
H -5.4296 -0.2060 -1.4768  0.100
H -4.7654 -2.7166 -3.0763  0.112
H -3.6029 -1.8026 -2.1186  0.077
H -5.1520 -0.7470 -4.5297  0.071
H -3.4342 -1.1421 -4.4880  0.068
H -4.0563 0.2202 -3.5497  0.061

Forces on atoms 1 to 6 (eV/Å):
0.061 -0.265 0.140
-0.150 0.257 -0.014
0.069 -0.372 0.050
0.127 0.090 0.004
-0.319 0.186 -0.057
0.306 -0.385 0.090

Results
HOMO-LUMO gap (eV): 9.4
SMILES: CCCCCCCC/C=C/CCCCCCCC(=O)OC[C@H]1O[C@@H](n2ccc(N)nc2=O)C(F)(F)[C@@H]1O
LUMO (eV): 0.68
Charge: 0

Record 6
A structure of composition C45H35BrI2N7O3Rb, computed with ωB97M-V/def2-TZVPD.

Each line ends with the Löwdin charge.
Cartesian coordinates (Å):
Rb 0.5385 0.0070 0.6240  0.750
O 0.6870 -4.7795 -0.0656  -0.116
C -0.2917 -5.1785 -0.8034  -0.387
C -0.4273 -6.5350 -1.2119  -0.044
C -1.4824 -6.9641 -1.9889  -0.146
C -2.4766 -6.0818 -2.4084  -0.151
C -2.3709 -4.7509 -2.0234  -0.075
C -1.3198 -4.2901 -1.2493  -0.114
C -1.2438 -2.8227 -0.8784  -0.357
O -0.5875 -2.6362 0.3507  -0.127
N -0.6349 -2.0988 -1.9806  0.017
N -0.7679 -0.7703 -2.0524  0.007
C -0.0690 -0.1500 -2.9240  -0.238
C -0.1054 1.2982 -3.0754  -0.637
Br -0.7770 2.2736 -1.5910  0.774
C 0.3700 1.9812 -4.1220  -0.155
C 0.8600 1.3973 -5.3785  -0.227
C 1.9773 1.9657 -5.9964  -0.063
C 2.4659 1.4603 -7.1887  -0.094
C 1.8397 0.3806 -7.7976  -0.111
C 0.7190 -0.1813 -7.2047  -0.092
C 0.2298 0.3246 -6.0098  -0.044
H 0.0714 -3.3957 0.3773  0.029
H 0.3423 -7.2252 -0.8837  0.094
H -1.5368 -8.0108 -2.2753  0.082
H -3.3075 -6.4215 -3.0143  0.073
H -3.1280 -4.0366 -2.3375  0.105
H -2.2487 -2.4021 -0.7777  0.129
H 0.1598 -2.5258 -2.4439  0.152
H 0.6483 -0.6750 -3.5571  0.131
H 0.4325 3.0599 -4.0434  0.097
H 2.4800 2.7939 -5.5125  0.079
H 3.3451 1.9041 -7.6392  0.097
H 2.2226 -0.0194 -8.7284  0.091
H 0.2167 -1.0180 -7.6745  0.097
H -0.6588 -0.1059 -5.5661  0.115
I 8.6811 -0.4310 -0.3499  0.741
C 6.6107 -0.3321 -0.6210  -0.774
C 6.0526 0.7263 -1.3201  -0.269
C 4.6847 0.7724 -1.4967  -0.632
I 3.8318 2.3620 -2.5473  0.926
C 3.7781 -0.2102 -0.9864  -0.505
O 2.5281 -0.1464 -1.1438  -0.270
C 4.4179 -1.2890 -0.2719  -0.152
C 3.5643 -2.3795 0.3080  -0.181
N 3.0493 -2.0186 1.6356  -0.045
C 2.3598 -3.1208 2.2763  -0.174
C 1.2765 -2.7097 3.2505  -0.263
C 0.7548 -3.6453 4.1453  -0.032
C -0.3115 -3.2834 4.9461  -0.085
C -0.8320 -2.0005 4.8401  -0.070
C -0.2400 -1.1318 3.9380  -0.132
N 0.7946 -1.4771 3.1738  0.059
C 5.7863 -1.3316 -0.1099  -0.144
H 6.6761 1.5117 -1.7272  0.067
H 4.1549 -3.3110 0.3422  0.119
H 2.7038 -2.5689 -0.3370  0.116
H 3.8117 -1.6838 2.2106  0.114
H 3.0430 -3.8156 2.7934  0.122
H 1.8776 -3.7208 1.4974  0.099
H 1.1715 -4.6444 4.1815  0.108
H -0.7434 -3.9983 5.6369  0.096
H -1.6810 -1.6790 5.4285  0.095
H -0.6051 -0.1188 3.7923  0.092
H 6.2233 -2.1709 0.4224  0.092
N -6.0797 8.6686 3.8315  0.127
C -5.4297 7.7472 3.6009  -0.202
C -4.6238 6.5965 3.3125  -0.249
C -4.6470 5.5009 4.1740  -0.028
C -3.8739 4.3900 3.8863  -0.007
C -3.0759 4.3555 2.7473  -0.198
C -3.0543 5.4586 1.8971  0.000
C -3.8229 6.5756 2.1705  -0.023
C -2.2578 3.1479 2.4246  -0.068
C -2.9369 2.1505 1.7315  -0.287
C -4.3192 2.2032 1.3365  -0.058
C -4.5762 1.0323 0.6778  -0.095
C -3.3404 0.3106 0.6888  -0.181
N -2.3767 0.9553 1.3015  0.042
C -0.9247 3.2018 2.8556  -0.286
C -0.3169 4.2871 3.5609  -0.063
C 0.9960 3.9292 3.7624  -0.108
C 1.1310 2.6404 3.1728  -0.197
N 0.0064 2.2039 2.6401  0.013
H -5.2703 5.5257 5.0580  0.113
H -3.8866 3.5297 4.5428  0.128
H -2.4304 5.4264 1.0133  0.131
H -3.8103 7.4292 1.5062  0.114
H -5.0101 3.0115 1.5261  0.095
H -5.5067 0.7134 0.2326  0.076
H -3.1549 -0.6574 0.2415  0.085
H -0.7988 5.2033 3.8699  0.093
H 1.7681 4.4996 4.2568  0.073
H 2.0313 2.0383 3.1246  0.097

Forces on atoms 1 to 6 (eV/Å):
-0.190 0.080 0.378
0.116 -0.019 -0.027
-0.140 -0.065 -0.001
0.082 0.055 0.050
-0.022 -0.050 -0.036
-0.020 0.011 -0.014

Results
HOMO-LUMO gap (eV): 6.0
LUMO (eV): 3.36
Charge: -2

Table of energy relative to the best compared isomer or geometry (same formula, charge and spin) (kcal/mol), in record order: 19.4; 78.0; 10.2; 64.5; 1.2; 3.4
Table of total energy (hartree), in record order: -325.523689; -341.879368; -3586.083934; -1450.219631; -1794.884885; -5538.399335